# 1
Density functional theory data (the ωB97M-V functional and the def2-TZVPD basis) for a 2-piece molecular cluster, CH5PS2 overall at a distorted geometry.

Highest occupied orbital energy (spin up / spin down)   -8.375 / -8.994 eV
Total charge   0
Max |F|   3.460 eV/A
Energy relative to the best compared isomer or geometry (same formula, charge and spin)   77.3 kcal per mole

XYZ file:
```
9
CH5PS2 | the Open Molecules 2025 dataset | the ωB97M-V functional and the def2-TZVPD basis
H -0.269 -0.237 -2.668
S 0.577 3.604 1.734
S -0.104 1.749 1.401
H -1.011 1.716 2.468
H 1.108 -0.993 0.070
P -0.875 -0.214 -1.360
H 0.662 -2.092 -1.208
C 0.251 -1.464 -0.526
H -0.338 -2.068 0.090
```

***

# 2
Density functional theory data (the ωB97M-V functional and the def2-TZVPD basis) for a 2-piece molecular cluster, CH5S3 overall at a distorted geometry.

Highest occupied orbital energy   -2.267 eV
Total charge   -1
Max |F|   2.435 eV/A
Energy relative to the best compared isomer or geometry (same formula, charge and spin)   21.4 kcal per mole

XYZ file:
```
9
CH5S3 | the Open Molecules 2025 dataset | the ωB97M-V functional and the def2-TZVPD basis
H 1.034 2.871 -2.296
H -0.004 3.173 -0.814
S -1.486 -3.984 2.545
S 1.396 1.090 -0.393
C 0.589 2.382 -1.339
H -0.265 1.772 -1.626
S 0.339 -0.665 -0.930
H -0.902 -3.165 3.386
H -0.700 -3.474 1.467
```

***

# 3
Density functional theory data (the ωB97M-V functional and the def2-TZVPD basis) for a 2-piece molecular cluster, CH5S3 overall.

Highest occupied orbital energy   -2.772 eV
Total charge   -1
Max |F|   0.889 eV/A
Energy relative to the best compared isomer or geometry (same formula, charge and spin)   4.1 kcal per mole

XYZ file:
```
9
CH5S3 | the Open Molecules 2025 dataset | the ωB97M-V functional and the def2-TZVPD basis
H 2.587 0.194 0.041
C -0.405 1.976 -0.091
H 0.571 2.256 0.307
S 2.238 -0.754 -0.846
S -1.035 -1.040 -0.061
S -1.031 0.691 1.066
H 0.822 -0.855 -0.340
H -0.997 2.895 -0.073
H -0.295 1.561 -1.087
```

***

# 4
Density functional theory data (the ωB97M-V functional and the def2-TZVPD basis) for a 2-piece molecular cluster, CH6BN overall at a distorted geometry.

Highest occupied orbital energy (spin up / spin down)   -7.368 / -10.266 eV
Total charge   0
⟨S²⟩   2.0053
Multiplicity   3
Max |F|   4.202 eV/A
Energy relative to the best compared isomer or geometry (same formula, charge and spin)   36.4 kcal per mole

XYZ file:
```
9
CH6BN | the Open Molecules 2025 dataset | the ωB97M-V functional and the def2-TZVPD basis
H 1.561 -0.107 1.808
H -0.747 -0.753 0.378
B 0.131 1.480 -1.954
H -0.912 1.942 -2.026
C 0.473 -0.234 1.634
H -0.046 0.714 2.090
H 1.173 1.844 -2.280
H 0.204 -1.037 2.356
N 0.226 -0.740 0.390
```

***

# 5
Density functional theory data (the ωB97M-V functional and the def2-TZVPD basis) for CH6BOP in the gas phase at a distorted geometry.

Highest occupied orbital energy   -8.334 eV
Total charge   0
SMILES   BP(C)O
Max |F|   1.765 eV/A

XYZ file:
```
10
CH6BOP | the Open Molecules 2025 dataset | the ωB97M-V functional and the def2-TZVPD basis
H -1.502 -0.291 -1.175
H -1.706 0.944 0.044
H 2.111 1.063 -0.445
H 0.828 1.996 0.929
H -2.298 -0.669 0.402
P 0.175 -0.541 0.622
C -1.501 -0.121 -0.095
B 1.190 1.050 0.300
H 1.818 -1.712 -0.207
O 0.885 -1.718 -0.375
```

***

# 6
Density functional theory data (the ωB97M-V functional and the def2-TZVPD basis) for CH6F3N3P2 in the gas phase at a distorted geometry.

Highest occupied orbital energy   -9.940 eV
Total charge   0
Max |F|   3.817 eV/A
Energy relative to the best compared isomer or geometry (same formula, charge and spin)   0.0 kcal per mole

XYZ file:
```
15
CH6F3N3P2 | the Open Molecules 2025 dataset | the ωB97M-V functional and the def2-TZVPD basis
N 1.448 -2.029 1.160
H 0.694 1.353 0.336
H -1.957 1.941 -0.863
N 0.096 0.464 0.489
H 0.715 -2.055 1.903
P -1.637 -0.452 -0.084
F -2.981 -1.443 -0.376
H -1.529 0.657 -2.103
F -2.180 -0.263 1.422
N -0.700 -1.682 -0.461
H 1.655 -2.975 0.775
H -3.229 0.723 -1.449
F 1.901 -1.388 -1.124
P 0.702 -1.145 0.006
C -2.218 0.909 -1.251
```

***

# 7
Density functional theory data (the ωB97M-V functional and the def2-TZVPD basis) for CH6N2 as an isolated structure at a distorted geometry.

Highest occupied orbital energy   -9.062 eV
Total charge   0
Max |F|   2.107 eV/A
Energy relative to the best compared isomer or geometry (same formula, charge and spin)   52.6 kcal per mole

XYZ file:
```
9
CH6N2 | the Open Molecules 2025 dataset | the ωB97M-V functional and the def2-TZVPD basis
H -1.624 -0.989 -0.879
N 1.437 -0.145 -0.312
H -0.848 0.685 -1.121
H 1.359 0.872 -0.352
N 0.293 -0.861 -0.297
H 2.111 -0.486 0.355
C -0.781 -0.336 -0.736
H -1.006 0.281 1.470
H -0.941 0.978 1.873
```

***

# 8
Density functional theory data (the ωB97M-V functional and the def2-TZVPD basis) for a 2-piece molecular cluster, CH6N2 overall at a distorted geometry.

Highest occupied orbital energy   -9.560 eV
Total charge   0
SMILES   C=N.N
Max |F|   2.866 eV/A
Energy relative to the best compared isomer or geometry (same formula, charge and spin)   34.0 kcal per mole

XYZ file:
```
9
CH6N2 | the Open Molecules 2025 dataset | the ωB97M-V functional and the def2-TZVPD basis
H -3.132 -0.471 -1.507
C 2.090 -0.537 0.976
H 3.103 -0.262 0.659
H -1.813 0.600 -1.463
H 1.910 1.176 0.238
N -2.477 0.004 -0.851
N 1.268 0.403 0.620
H -2.990 0.614 -0.135
H 2.041 -1.527 1.461
```

***

# 9
Density functional theory data (the ωB97M-V functional and the def2-TZVPD basis) for a 2-piece molecular cluster, CH6N2 overall at a distorted geometry.

Highest occupied orbital energy (spin up / spin down)   -7.563 / -7.564 eV
Total charge   0
Max |F|   3.657 eV/A
Energy relative to the best compared isomer or geometry (same formula, charge and spin)   78.6 kcal per mole

XYZ file:
```
9
CH6N2 | the Open Molecules 2025 dataset | the ωB97M-V functional and the def2-TZVPD basis
H -0.644 1.093 0.905
H 1.866 1.009 0.157
H 1.366 -0.677 0.635
H -1.586 -0.735 -1.004
N -0.712 0.731 -0.045
H -1.567 -0.985 0.675
C 1.370 0.096 -0.110
H 1.468 -0.224 -1.127
N -1.561 -0.308 -0.087
```

***

# 10
Density functional theory data (the ωB97M-V functional and the def2-TZVPD basis) for a 2-piece molecular cluster, CH6N2O overall at a distorted geometry.

Highest occupied orbital energy   -10.018 eV
Total charge   0
SMILES   [H]/N=N\[H].CO
Max |F|   1.519 eV/A
Energy relative to the best compared isomer or geometry (same formula, charge and spin)   67.3 kcal per mole

XYZ file:
```
10
CH6N2O | the Open Molecules 2025 dataset | the ωB97M-V functional and the def2-TZVPD basis
H -2.360 -0.389 0.916
N 2.136 1.056 0.670
N 2.162 0.068 -0.096
H -2.567 -1.401 -0.521
H -0.982 0.921 -0.741
H -0.929 -1.105 0.143
H 3.136 -0.249 -0.292
C -1.907 -0.658 -0.056
O -1.803 0.440 -0.955
H 3.114 1.317 0.933
```

***

# 11
Density functional theory data (the ωB97M-V functional and the def2-TZVPD basis) for a 2-piece molecular cluster, CH6N2O overall at a distorted geometry.

Highest occupied orbital energy   -9.529 eV
Total charge   0
SMILES   [H]/N=C\N.O
Max |F|   2.480 eV/A
Energy relative to the best compared isomer or geometry (same formula, charge and spin)   23.9 kcal per mole

XYZ file:
```
10
CH6N2O | the Open Molecules 2025 dataset | the ωB97M-V functional and the def2-TZVPD basis
H 0.445 0.370 2.300
C -0.686 -0.810 1.360
H 1.750 1.018 -2.638
O 2.288 1.203 -3.409
H -0.684 -1.776 0.843
N 0.395 -0.619 2.027
N -1.824 -0.124 1.153
H -1.985 0.844 1.381
H -2.423 -0.442 0.405
H 2.723 0.334 -3.423
```

***

# 12
Density functional theory data (the ωB97M-V functional and the def2-TZVPD basis) for a 2-piece molecular cluster, CH6N2O overall at a distorted geometry.

Highest occupied orbital energy   -8.786 eV
Total charge   0
SMILES   N=O.CN
Max |F|   2.478 eV/A
Energy relative to the best compared isomer or geometry (same formula, charge and spin)   88.2 kcal per mole

XYZ file:
```
10
CH6N2O | the Open Molecules 2025 dataset | the ωB97M-V functional and the def2-TZVPD basis
H -0.651 -1.652 0.512
H -1.150 -0.705 -0.675
H -0.232 1.351 0.602
N -0.459 -0.733 0.109
O 1.713 0.440 -2.396
N 2.327 0.115 -1.409
C -0.797 0.487 0.940
H 1.568 -0.077 -0.607
H -1.871 0.549 1.036
H -0.448 0.224 1.889
```

***

# 13
Density functional theory data (the ωB97M-V functional and the def2-TZVPD basis) for a 2-piece molecular cluster, CH6N2O overall at a distorted geometry.

Highest occupied orbital energy (spin up / spin down)   -15.295 / -15.292 eV
Total charge   +1
⟨S²⟩   0.7664
Multiplicity   2
Max |F|   1.141 eV/A
Energy relative to the best compared isomer or geometry (same formula, charge and spin)   1.5 kcal per mole

XYZ file:
```
10
CH6N2O | the Open Molecules 2025 dataset | the ωB97M-V functional and the def2-TZVPD basis
O -2.234 1.835 0.152
H -0.252 0.123 -1.306
H -2.922 1.336 0.608
H 1.373 0.425 0.325
N 0.252 -0.687 -0.950
H -1.670 2.086 0.894
C 1.126 -0.600 0.006
H 0.270 -1.488 -1.576
N 1.587 -1.634 0.693
H 2.469 -1.396 1.154
```

***

# 14
Density functional theory data (the ωB97M-V functional and the def2-TZVPD basis) for a 2-piece molecular cluster, CH6N2O2 overall at a distorted geometry.

Highest occupied orbital energy   -10.064 eV
Total charge   0
SMILES   NC(N)=O.O
Max |F|   4.672 eV/A
Energy relative to the best compared isomer or geometry (same formula, charge and spin)   32.8 kcal per mole

XYZ file:
```
11
CH6N2O2 | the Open Molecules 2025 dataset | the ωB97M-V functional and the def2-TZVPD basis
H -2.068 -0.060 1.675
H -0.934 0.056 -1.889
O -2.421 0.963 1.888
N 1.903 -0.324 -0.311
O -0.177 0.279 0.635
C 0.446 -0.103 -0.304
H -1.573 1.380 1.777
N -0.059 -0.225 -1.532
H 2.155 -1.350 -0.219
H 0.442 -0.808 -2.145
H 2.286 0.192 0.425
```

***

# 15
Density functional theory data (the ωB97M-V functional and the def2-TZVPD basis) for a 2-piece molecular cluster, CH6N2O2 overall at a distorted geometry.

Highest occupied orbital energy (spin up / spin down)   -8.681 / -8.680 eV
Total charge   0
SMILES   [O-]/[NH+]=C\O.N
Max |F|   5.815 eV/A
Energy relative to the best compared isomer or geometry (same formula, charge and spin)   97.3 kcal per mole

XYZ file:
```
11
CH6N2O2 | the Open Molecules 2025 dataset | the ωB97M-V functional and the def2-TZVPD basis
H -1.150 -0.405 2.239
N -0.124 -0.641 2.289
O -1.367 0.987 -1.092
H -0.397 1.069 -2.598
H 0.462 -0.199 3.053
H 0.126 -1.632 2.156
H 1.643 -0.427 -1.384
O 0.435 0.732 -2.853
H -0.105 -0.043 0.355
N -0.254 0.360 -0.663
C 0.730 0.200 -1.503
```

***

# 16
Density functional theory data (the ωB97M-V functional and the def2-TZVPD basis) for CH6N2O2S in the gas phase at a distorted geometry.

Highest occupied orbital energy   -9.579 eV
Total charge   0
SMILES   CO[S@@](=N)(N)=O
Max |F|   6.581 eV/A
Energy relative to the best compared isomer or geometry (same formula, charge and spin)   101.7 kcal per mole

XYZ file:
```
12
CH6N2O2S | the Open Molecules 2025 dataset | the ωB97M-V functional and the def2-TZVPD basis
N -1.932 -0.397 -1.165
H 1.554 0.875 0.312
C 1.764 -0.124 -0.140
O 0.501 -0.670 -0.459
H -0.892 -0.953 1.515
N -1.359 -0.117 1.222
H 2.294 -0.136 -1.156
H -1.865 -0.432 -2.111
H 2.214 -0.832 0.565
S -0.845 0.171 -0.280
H -1.237 0.610 1.986
O -0.199 2.005 -0.289
```

***

# 17
Density functional theory data (the ωB97M-V functional and the def2-TZVPD basis) for CH6N2OP as an isolated structure at a distorted geometry.

Highest occupied orbital energy   -14.653 eV
Total charge   +1
Max |F|   8.058 eV/A
Energy relative to the best compared isomer or geometry (same formula, charge and spin)   89.3 kcal per mole

XYZ file:
```
11
CH6N2OP | the Open Molecules 2025 dataset | the ωB97M-V functional and the def2-TZVPD basis
H -2.253 2.559 1.275
N 1.510 -1.433 -0.717
C -0.444 0.622 0.095
H 1.668 -1.231 0.300
H 2.610 -1.293 -0.736
O -1.954 1.703 1.464
H -2.036 -0.526 1.065
P -2.160 0.597 0.326
H 1.194 -1.591 -1.744
N 0.612 0.823 -0.455
H 1.253 -0.230 -0.873
```

***

# 18
Density functional theory data (the ωB97M-V functional and the def2-TZVPD basis) for CH6N2S in the gas phase at a distorted geometry.

Highest occupied orbital energy   -8.628 eV
Total charge   0
SMILES   CN(N)S
Max |F|   4.567 eV/A
Energy relative to the best compared isomer or geometry (same formula, charge and spin)   51.9 kcal per mole

XYZ file:
```
10
CH6N2S | the Open Molecules 2025 dataset | the ωB97M-V functional and the def2-TZVPD basis
N -0.317 -1.247 0.138
H 1.955 -0.997 -0.737
H -1.311 1.445 -0.765
H -0.059 1.880 0.300
C -0.760 1.100 0.090
H 0.131 -1.169 1.103
H -1.339 0.908 0.903
H -0.027 -2.102 -0.281
S 1.713 0.248 -0.209
N 0.014 -0.066 -0.540
```

***

# 19
Density functional theory data (the ωB97M-V functional and the def2-TZVPD basis) for a 2-piece molecular cluster, CH6N2S overall at a distorted geometry.

Highest occupied orbital energy   -8.455 eV
Total charge   0
SMILES   [H]/N=C\N.S
Max |F|   7.188 eV/A
Energy relative to the best compared isomer or geometry (same formula, charge and spin)   93.8 kcal per mole

XYZ file:
```
10
CH6N2S | the Open Molecules 2025 dataset | the ωB97M-V functional and the def2-TZVPD basis
H 0.097 2.604 -2.629
H -0.018 -1.996 0.771
H -1.388 0.901 -3.279
H -0.309 -1.289 3.366
H 1.954 -3.232 1.272
N 1.796 -2.488 2.003
N 0.159 -0.857 2.413
S -1.236 2.410 -2.606
H 2.511 -1.930 1.810
C 0.540 -1.701 1.580
```

***

# 20
Density functional theory data (the ωB97M-V functional and the def2-TZVPD basis) for CH6N2S as an isolated structure at a distorted geometry.

Highest occupied orbital energy   -7.511 eV
Total charge   0
Max |F|   6.288 eV/A
Energy relative to the best compared isomer or geometry (same formula, charge and spin)   37.3 kcal per mole

XYZ file:
```
10
CH6N2S | the Open Molecules 2025 dataset | the ωB97M-V functional and the def2-TZVPD basis
H 2.460 -0.803 -2.051
H 3.030 0.000 -0.675
H 1.170 -0.673 1.421
C 1.021 -0.908 -0.517
H -1.696 1.107 -0.878
N 2.303 -0.655 -1.017
S -1.921 0.980 0.502
H -0.631 -0.060 0.689
N 0.545 -0.559 0.705
H 0.345 -1.297 -1.253
```